C55H42N9P2S2Zr | ωB97M-V/def2-TZVPD

gap between HOMO and LUMO	5.197	eV
net charge	+1
electronic energy	-112653.889	eV

Last column: Löwdin charge in e.
Element x y z (Å)
Zr (-1.119, 0.138, -0.260)  1.45
C (-3.577, -0.657, 3.495)  -0.05
C (-3.173, 0.404, 4.305)  -0.03
C (-2.623, 1.513, 3.715)  0.00
C (-2.452, 1.549, 2.330)  -0.37
N (-2.674, 0.461, 1.566)  -0.04
C (-3.290, -0.589, 2.162)  -0.24
N (-2.204, 2.800, 1.789)  0.14
C (-2.105, 3.039, 0.538)  -0.35
N (-1.942, 2.171, -0.553)  -0.07
C (-2.093, 2.957, -1.733)  -0.30
N (-1.975, 2.689, -2.965)  0.18
C (-1.803, 1.448, -3.579)  -0.36
C (-0.995, 1.389, -4.721)  -0.02
C (-0.968, 0.230, -5.458)  -0.05
C (-1.776, -0.845, -5.072)  -0.06
C (-2.507, -0.704, -3.919)  -0.15
N (-2.490, 0.397, -3.153)  0.13
C (-2.324, 4.361, -1.323)  -0.11
C (-2.535, 5.491, -2.092)  0.00
C (-2.670, 6.698, -1.417)  -0.06
C (-2.595, 6.756, -0.021)  -0.06
C (-2.397, 5.608, 0.734)  0.01
C (-2.266, 4.419, 0.043)  -0.11
H (-4.068, -1.532, 3.896)  0.12
H (-3.327, 0.371, 5.376)  0.12
H (-2.367, 2.404, 4.270)  0.12
H (-3.544, -1.421, 1.521)  0.08
H (-0.438, 2.269, -5.014)  0.11
H (-0.354, 0.165, -6.347)  0.11
H (-1.834, -1.754, -5.655)  0.11
H (-3.142, -1.515, -3.567)  0.11
H (-2.593, 5.429, -3.172)  0.12
H (-2.836, 7.609, -1.977)  0.11
H (-2.695, 7.712, 0.475)  0.11
H (-2.348, 5.632, 1.815)  0.12
S (-0.883, -1.996, 1.439)  0.44
P (1.128, -1.988, 1.164)  0.48
C (1.534, -0.774, 0.048)  -0.59
P (2.174, 0.613, 0.775)  0.44
S (0.600, 1.711, 1.442)  0.40
C (3.166, 1.545, -0.447)  -0.38
C (3.627, 0.922, -1.597)  -0.12
C (4.362, 1.641, -2.538)  -0.08
C (4.626, 2.987, -2.330)  -0.09
C (4.183, 3.611, -1.164)  -0.08
C (3.464, 2.889, -0.223)  -0.10
C (3.497, 0.519, 2.023)  -0.34
C (3.415, 1.178, 3.241)  -0.10
C (4.507, 1.185, 4.105)  -0.07
C (5.676, 0.530, 3.754)  -0.08
C (5.762, -0.140, 2.536)  -0.07
C (4.679, -0.141, 1.674)  -0.09
C (1.817, -1.995, 2.842)  -0.34
C (1.152, -1.289, 3.847)  -0.12
C (1.655, -1.271, 5.139)  -0.07
C (2.827, -1.952, 5.439)  -0.07
C (3.495, -2.653, 4.445)  -0.07
C (2.990, -2.681, 3.152)  -0.07
C (1.639, -3.612, 0.498)  -0.35
C (2.796, -3.694, -0.273)  -0.11
C (3.205, -4.914, -0.802)  -0.08
C (2.449, -6.059, -0.575)  -0.08
C (1.292, -5.984, 0.190)  -0.08
C (0.892, -4.765, 0.727)  -0.10
H (3.393, -0.127, -1.746)  0.09
H (4.726, 1.150, -3.432)  0.10
H (5.191, 3.550, -3.064)  0.11
H (4.411, 4.656, -0.989)  0.11
H (3.116, 3.376, 0.682)  0.10
H (2.498, 1.689, 3.512)  0.08
H (4.439, 1.704, 5.053)  0.11
H (6.524, 0.538, 4.429)  0.11
H (6.676, -0.651, 2.259)  0.11
H (4.754, -0.644, 0.715)  0.11
H (0.238, -0.759, 3.614)  0.07
H (1.132, -0.722, 5.914)  0.11
H (3.221, -1.937, 6.448)  0.11
H (4.407, -3.188, 4.678)  0.11
H (3.514, -3.242, 2.388)  0.11
H (3.356, -2.787, -0.477)  0.09
H (4.111, -4.971, -1.394)  0.11
H (2.764, -7.008, -0.989)  0.11
H (0.704, -6.875, 0.372)  0.11
H (-0.013, -4.705, 1.321)  0.09
C (-7.060, -0.176, -1.063)  -0.06
C (-6.606, -1.455, -1.368)  -0.06
C (-5.256, -1.751, -1.308)  -0.02
C (-4.360, -0.759, -0.930)  -0.25
C (-4.803, 0.517, -0.629)  -0.03
C (-6.155, 0.809, -0.699)  -0.05
N (-2.920, -1.024, -0.900)  -0.11
N (-2.630, -2.179, -1.196)  0.09
C (-1.282, -2.431, -1.613)  -0.39
C (-0.986, -3.713, -1.986)  0.02
C (0.204, -3.921, -2.682)  -0.02
C (1.002, -2.838, -2.976)  -0.02
C (0.650, -1.582, -2.493)  -0.12
N (-0.471, -1.394, -1.809)  -0.05
H (-8.117, 0.052, -1.119)  0.11
H (-7.307, -2.226, -1.659)  0.11
H (-4.903, -2.742, -1.557)  0.11
H (-4.096, 1.281, -0.355)  0.08
H (-6.497, 1.810, -0.472)  0.11
H (-1.682, -4.507, -1.755)  0.13
H (0.486, -4.916, -3.002)  0.12
H (1.914, -2.950, -3.547)  0.12
H (1.271, -0.715, -2.644)  0.09
N (0.960, 2.442, -2.080)  0.24
C (0.420, 1.553, -1.591)  -0.14
H (1.439, 3.252, -2.425)  0.13

Cartesian forces, eV/Å:
3.4568 1.2911 1.6224
-0.0610 0.0072 0.1921
-0.0160 -0.0122 0.1032
-0.0486 0.0762 0.2009
-0.1250 0.2950 -0.4396
0.1113 -0.1087 0.3086
0.1031 0.0947 -0.3737
0.0318 -0.3734 0.3424
-0.1831 -0.0686 -0.5929
-0.4859 0.5550 -0.3160
0.1158 0.0670 0.7694
0.1586 -0.4709 -0.4779
-0.1517 0.3655 0.2599
0.0593 0.0935 -0.1113
-0.0018 -0.1084 -0.0519
0.0772 0.1030 -0.1096
-0.0684 0.0196 0.2199
-0.0945 -0.1837 0.0774
0.0174 -0.1185 -0.3373
-0.0161 0.1226 -0.0364
-0.0041 -0.0400 0.0220
0.0082 -0.0130 -0.0402
-0.0400 0.1217 0.0600
0.1142 -0.1089 0.3364
0.0127 0.0255 -0.0054
-0.0021 0.0014 -0.0213
-0.0111 -0.0315 -0.0065
0.0304 -0.0343 -0.0144
-0.0263 -0.0306 -0.0070
-0.0110 -0.0086 0.0028
0.0129 0.0179 -0.0024
0.0446 0.0490 -0.0235
0.0139 -0.0076 0.0449
0.0079 -0.0127 0.0181
-0.0077 -0.0072 -0.0158
-0.0009 -0.0037 -0.0364
-0.2919 0.2124 -0.2451
0.2442 -0.2847 -0.4491
-0.2547 0.1026 0.4646
0.1059 0.1399 -0.1620
-0.2752 0.0761 -0.0941
-0.1467 0.2192 -0.0435
0.1232 -0.0018 -0.0593
-0.0459 -0.0463 0.0574
-0.0272 0.0206 0.0463
0.0082 -0.0685 -0.0337
-0.0132 -0.0100 0.0036
0.0468 -0.1360 0.1496
-0.0082 0.0048 0.0603
-0.0461 -0.0279 -0.0383
-0.0209 -0.0267 -0.0254
-0.0538 0.0264 0.0158
-0.0099 0.0532 0.0221
-0.0469 0.0066 0.2442
0.0752 -0.0571 0.0043
0.0102 0.0037 -0.0308
0.0103 0.0174 -0.0246
-0.0176 0.0149 -0.0356
-0.0056 0.0387 0.0032
-0.1161 -0.0724 -0.0637
-0.0539 -0.0361 -0.0355
-0.0458 0.0234 0.0433
0.0350 0.0650 -0.0045
-0.0013 0.1136 0.0235
-0.0041 -0.0595 0.0556
0.0097 0.0194 -0.0236
-0.0157 0.0038 0.0151
-0.0176 -0.0300 0.0357
-0.0178 -0.0343 -0.0012
-0.0114 -0.0180 -0.0249
0.0236 -0.0160 0.0047
-0.0036 -0.0130 -0.0353
-0.0143 -0.0001 -0.0254
-0.0333 0.0101 0.0063
-0.0013 0.0026 0.0162
-0.0100 0.0205 0.0017
0.0082 -0.0189 -0.0362
-0.0204 -0.0043 -0.0328
-0.0170 0.0125 -0.0160
-0.0050 0.0040 0.0016
0.0016 -0.0072 0.0101
-0.0255 0.0105 0.0195
-0.0031 0.0289 0.0105
0.0039 0.0280 0.0064
0.0176 -0.0065 -0.0156
-0.0289 -0.0824 -0.0308
-0.0495 0.0530 0.0148
0.0014 -0.1748 -0.0163
0.4508 -0.0227 0.3085
0.0218 0.1495 0.0086
-0.0115 0.0100 0.0065
-1.6067 0.2267 -0.2472
0.4892 -1.3949 -0.9058
-0.8111 -0.0126 0.1911
0.2369 -0.4796 -0.2479
-0.2862 -0.1703 0.1372
0.1523 0.3006 -0.0631
0.1817 -0.1753 -0.0475
-0.5418 0.0529 -0.2270
0.0328 -0.0202 0.0011
0.0114 0.0206 0.0022
-0.0076 0.0389 0.0223
0.0234 0.0259 -0.0322
0.0089 -0.0286 0.0015
0.0361 0.0038 -0.0580
-0.0189 0.0163 0.0197
-0.0256 0.0057 0.0211
0.0504 0.0137 -0.0044
-0.0367 0.0755 -0.2066
-0.4925 -0.2445 -0.0170
0.1564 -0.0545 0.0431



C55H44Cl2KP3Si | ωB97M-V/def2-TZVPD

gap between HOMO and LUMO	5.254	eV
net charge	0
electronic energy	-134863.047	eV
energy relative to the best compared isomer or geometry (same formula, charge and spin)	0.863	eV

Last column: Löwdin charge in e.
Element x y z (Å)
K (2.144, -1.498, 2.054)  0.54
C (0.539, 5.560, -1.393)  -0.09
C (0.328, 5.257, -0.056)  -0.08
C (0.576, 3.976, 0.422)  -0.11
C (1.036, 2.976, -0.431)  -0.41
C (1.224, 3.288, -1.780)  -0.12
C (0.989, 4.569, -2.255)  -0.09
P (1.327, 1.216, 0.007)  1.08
C (3.170, 1.251, 0.159)  -0.36
C (3.825, 0.017, 0.183)  -0.20
C (5.208, -0.073, 0.269)  -0.10
C (5.974, 1.084, 0.313)  -0.09
C (5.344, 2.320, 0.264)  -0.07
C (3.958, 2.403, 0.184)  -0.08
C (0.901, 1.114, 1.803)  -0.45
C (1.563, 1.919, 2.739)  -0.12
C (1.286, 1.815, 4.092)  -0.10
C (0.343, 0.887, 4.524)  -0.09
C (-0.298, 0.077, 3.599)  -0.12
C (-0.041, 0.152, 2.223)  -0.41
Si (-1.023, -0.930, 0.882)  0.73
C (-2.748, -0.404, 1.642)  -0.30
C (-3.474, -0.886, 2.738)  -0.13
C (-4.724, -0.387, 3.086)  -0.09
C (-5.293, 0.632, 2.342)  -0.09
C (-4.566, 1.191, 1.299)  -0.09
C (-3.302, 0.700, 0.963)  -0.39
P (-2.208, 1.615, -0.210)  1.06
C (-2.745, 1.070, -1.865)  -0.38
C (-3.561, -0.039, -2.075)  -0.08
C (-3.948, -0.396, -3.363)  -0.09
C (-3.529, 0.353, -4.453)  -0.11
C (-2.692, 1.445, -4.256)  -0.10
C (-2.293, 1.794, -2.974)  -0.12
C (-3.001, 3.289, -0.096)  -0.36
C (-3.843, 3.872, -1.046)  -0.09
C (-4.364, 5.143, -0.845)  -0.09
C (-4.066, 5.850, 0.313)  -0.10
C (-3.239, 5.280, 1.268)  -0.09
C (-2.704, 4.016, 1.057)  -0.13
C (-0.816, -2.919, 1.109)  -0.30
C (-1.924, -3.561, 1.694)  -0.12
C (-2.319, -4.859, 1.403)  -0.08
C (-1.602, -5.612, 0.491)  -0.09
C (-0.466, -5.049, -0.073)  -0.10
C (-0.067, -3.744, 0.221)  -0.41
P (1.551, -3.195, -0.445)  1.03
C (2.368, -4.737, -0.979)  -0.39
C (3.031, -5.502, -0.018)  -0.11
C (3.670, -6.681, -0.371)  -0.09
C (3.670, -7.102, -1.694)  -0.09
C (3.022, -6.345, -2.659)  -0.08
C (2.369, -5.171, -2.304)  -0.08
C (1.233, -2.296, -1.991)  -0.40
C (2.315, -1.715, -2.657)  -0.12
C (2.106, -0.891, -3.752)  -0.09
C (0.811, -0.620, -4.177)  -0.08
C (-0.268, -1.191, -3.520)  -0.07
C (-0.061, -2.031, -2.434)  -0.09
H (0.339, 6.557, -1.764)  0.10
H (-0.048, 6.018, 0.617)  0.10
H (0.382, 3.750, 1.462)  0.09
H (1.546, 2.507, -2.462)  0.10
H (1.141, 4.793, -3.304)  0.10
H (3.243, -0.903, 0.121)  0.00
H (5.686, -1.046, 0.284)  0.11
H (7.054, 1.025, 0.370)  0.10
H (5.932, 3.230, 0.284)  0.10
H (3.485, 3.376, 0.137)  0.10
H (2.308, 2.631, 2.401)  0.10
H (1.793, 2.461, 4.800)  0.11
H (0.106, 0.795, 5.578)  0.11
H (-1.032, -0.637, 3.957)  0.10
H (-3.061, -1.658, 3.373)  0.08
H (-5.248, -0.801, 3.940)  0.10
H (-6.276, 1.013, 2.587)  0.10
H (-4.988, 2.025, 0.755)  0.10
H (-3.908, -0.613, -1.223)  0.10
H (-4.588, -1.258, -3.512)  0.10
H (-3.843, 0.081, -5.453)  0.10
H (-2.349, 2.026, -5.104)  0.10
H (-1.639, 2.647, -2.821)  0.10
H (-4.097, 3.326, -1.948)  0.10
H (-5.014, 5.579, -1.594)  0.10
H (-4.477, 6.840, 0.469)  0.10
H (-3.005, 5.820, 2.178)  0.10
H (-2.056, 3.567, 1.803)  0.10
H (-2.531, -3.030, 2.402)  0.05
H (-3.192, -5.273, 1.894)  0.10
H (-1.902, -6.618, 0.229)  0.10
H (0.124, -5.648, -0.755)  0.10
H (3.038, -5.171, 1.015)  0.10
H (4.174, -7.269, 0.386)  0.10
H (4.177, -8.018, -1.971)  0.10
H (3.018, -6.670, -3.692)  0.10
H (1.854, -4.586, -3.056)  0.11
H (3.326, -1.902, -2.309)  0.10
H (2.952, -0.447, -4.262)  0.10
H (0.644, 0.040, -5.021)  0.10
H (-1.279, -0.973, -3.840)  0.08
H (-0.908, -2.455, -1.911)  0.09
Cl (2.598, -1.977, 5.166)  0.55
C (3.714, -0.608, 5.286)  -0.96
Cl (4.487, -0.237, 3.743)  0.58
H (4.484, -0.866, 6.003)  0.03
H (3.139, 0.259, 5.591)  0.02

Cartesian forces, eV/Å:
-0.0900 -0.4195 0.6539
-0.0213 -0.0009 0.0318
0.0113 -0.0014 0.0135
0.0531 -0.0683 -0.0502
-0.1302 0.0456 -0.0333
0.0502 -0.0494 0.0197
0.0042 -0.0280 -0.0231
-0.0382 0.1058 -0.2357
0.1567 0.0156 -0.0565
0.0605 -0.0458 0.0147
-0.0131 0.0107 0.0284
-0.0174 0.0093 0.0063
-0.0863 -0.0182 -0.0086
0.0478 -0.0721 0.0582
0.0456 0.0992 0.1103
-0.0381 -0.0523 -0.0431
-0.0499 -0.0325 0.0310
0.0699 0.0619 -0.0135
-0.0061 -0.0830 -0.0300
-0.0448 -0.0461 -0.0100
-0.0595 0.0333 -0.2875
0.0939 -0.0934 0.1610
-0.0650 0.0508 -0.0680
0.0539 -0.0546 0.0018
0.0669 0.0532 -0.1083
0.0232 -0.1261 0.1056
-0.2149 0.1129 0.0588
0.0485 0.0481 0.0816
-0.0676 0.0210 -0.1619
0.0016 0.0921 -0.0318
0.0115 -0.0061 0.0808
0.0311 -0.0133 -0.0089
0.0189 0.0169 0.0161
-0.0165 -0.0923 0.0722
-0.0648 -0.0562 -0.1132
0.1174 -0.1250 0.0470
0.0110 0.0592 0.0429
-0.0564 0.0119 -0.1148
0.0982 -0.1405 0.0557
-0.0390 0.0100 0.0130
-0.4154 0.1348 0.1412
0.1290 -0.0490 -0.0319
0.0189 -0.1114 -0.0409
0.0070 0.1052 0.0455
0.0287 -0.0075 0.0680
0.0798 -0.1202 -0.0253
0.0314 0.2707 0.0565
-0.0042 -0.0540 -0.1716
-0.0107 0.0256 -0.1082
0.0042 -0.0061 0.0756
-0.0098 0.0128 -0.0264
-0.0380 0.0404 -0.0031
0.0570 -0.0487 0.1138
-0.2133 0.1034 -0.0651
-0.0416 -0.0122 0.0398
0.0265 -0.0194 0.0145
0.0255 -0.0252 0.0141
-0.0747 -0.0218 -0.0061
0.1405 0.0196 -0.0294
0.0013 -0.0067 0.0047
-0.0010 -0.0183 -0.0013
-0.0075 0.0247 0.0093
-0.0090 0.0198 -0.0112
0.0075 -0.0178 0.0023
0.2523 0.2548 -0.5022
0.0022 0.0030 -0.0069
-0.0135 -0.0071 -0.0041
-0.0022 -0.0136 0.0010
-0.0137 0.0298 -0.0050
0.0036 0.0082 0.0083
-0.0081 -0.0065 0.0030
0.0121 0.0056 -0.0063
0.0044 0.0115 -0.0034
-0.0141 0.0068 0.0230
0.0001 0.0089 -0.0129
-0.0006 0.0044 -0.0059
0.0198 0.0452 -0.0362
0.0011 -0.0106 -0.0177
0.0023 0.0090 0.0062
0.0044 0.0049 0.0066
0.0003 0.0018 0.0034
-0.0047 -0.0253 -0.0258
-0.0096 0.0504 0.0541
0.0050 -0.0039 0.0093
-0.0051 -0.0113 -0.0085
0.0034 -0.0091 -0.0067
-0.0151 0.0453 0.0193
-0.0235 0.0489 0.0007
0.0111 0.0045 -0.0173
-0.0010 -0.0004 0.0071
-0.0116 0.0268 0.0103
0.0153 -0.0151 0.0175
-0.0084 0.0113 -0.0118
-0.0058 0.0115 0.0027
-0.0002 0.0040 0.0152
0.0054 0.0037 -0.0283
0.0041 0.0109 -0.0145
-0.0013 -0.0063 0.0055
-0.0082 0.0015 0.0101
0.0500 -0.0061 0.0171
-0.0165 0.0029 0.0184
-0.0200 -0.1188 0.0546
-0.0099 0.0813 0.1006
0.1069 0.0437 -0.0691
0.0056 0.0108 0.0174
-0.0041 0.0113 0.0003